{
  "formula": "C14H32N6O6PtS",
  "method": "wB97M-V/def2-TZVPD",
  "species": ["O", "H", "Pt", "N", "N", "N", "N", "O", "O", "O", "O", "C", "C", "C", "C", "C", "H", "H", "H", "C", "H", "H", "H", "C", "C", "H", "H", "H", "H", "H", "H", "H", "H", "C", "H", "H", "H", "O", "H", "H", "C", "C", "N", "C", "S", "N", "C", "C", "H", "H", "H", "H", "H", "H", "H", "H", "H", "H", "H", "H"],
  "xyz": [[-2.5759, 1.5656, -0.4440], [-3.3514, 1.0307, -1.0374], [0.1427, 0.2842, 0.2691], [0.2358, -1.5411, 1.0306], [-1.1617, 0.4827, 1.7653], [1.6364, 0.1774, -1.0888], [0.1791, 2.1176, -0.5082], [1.1545, -2.3718, 0.6766], [2.5317, -0.8599, -1.1952], [-0.3969, 3.1635, 0.0756], [-1.5247, 1.6074, 2.2096], [-1.4975, -0.7143, 2.3459], [-0.7311, -1.8367, 1.9372], [1.7068, 1.1492, -1.9893], [0.8906, 2.2702, -1.6303], [-0.9097, -3.2307, 2.4389], [-0.0831, -3.5358, 3.0964], [-0.9822, -3.9608, 1.6235], [-1.8308, -3.2760, 3.0297], [-2.6414, -0.6686, 3.2925], [-3.5702, -0.4788, 2.7367], [-2.4841, 0.1551, 4.0015], [-2.7543, -1.6081, 3.8345], [2.5978, 1.0712, -3.1838], [0.7271, 3.5024, -2.4482], [2.9350, 0.0520, -3.4009], [3.4792, 1.7056, -3.0253], [2.0903, 1.4546, -4.0765], [-0.0631, 4.1063, -1.9965], [0.4513, 3.2394, -3.4761], [1.6534, 4.0875, -2.4917], [2.1834, -1.5602, -0.5660], [-0.9963, 2.7657, 0.7830], [-1.1100, -0.4809, -0.9549], [-1.8686, -1.1415, -0.4479], [-0.2802, -0.7916, -1.5752], [-1.7302, 0.1329, -1.8459], [-0.3300, -4.6090, -0.6585], [-0.2402, -4.8865, -1.5893], [0.3816, -3.9804, -0.5036], [4.3054, -3.0772, 3.2211], [3.9978, -2.0633, 2.1378], [3.5774, -0.7908, 2.7761], [3.3073, 0.3027, 2.0157], [1.8207, 1.1450, 2.2271], [4.1941, 0.7336, 1.1113], [5.6538, 0.5428, 1.1914], [6.2602, 0.4791, -0.1981], [5.0266, -2.6801, 3.9431], [4.7258, -3.9763, 2.7628], [3.3869, -3.3561, 3.7484], [4.8636, -1.8740, 1.4958], [3.1769, -2.4360, 1.5000], [2.8576, -0.9451, 3.4846], [3.8951, 1.5696, 0.6106], [6.0872, 1.4006, 1.7290], [5.8536, -0.3519, 1.7847], [6.3563, 1.4894, -0.6103], [7.2643, 0.0475, -0.1424], [5.6577, -0.1266, -0.8850]],
  "energy_ev": -50333.738,
  "spin_multiplicity": 3,
  "lumo_ev": [-1.04, -1.49],
  "relative_energy_kcal_mol": 90.6,
  "homo_ha": [-0.2022, -0.2107]
}